The molecule C4H7NO. Source: OMol25; level of theory: ωB97M-V/def2-TZVPD.

Output
frontier orbital gap: 8.76 eV
E_tot: -7795.9003 eV

Last column: natural (NBO) charge in e.
Cartesian coordinates (Å):
1 H -1.30417 -0.77558 0.27741  0.2171
2 H 2.47995 0.37459 -1.12289  0.1867
3 C -0.07642 -1.46311 -1.87729  -0.0532
4 H -0.03613 -2.46061 -1.39632  0.1412
5 H -0.81975 1.53313 -0.30615  0.1835
6 H -0.26922 -0.70015 1.71630  0.2179
7 C -0.95727 -0.13313 1.08518  -0.6463
8 H -1.82626 0.14017 1.68772  0.2200
9 C -0.28614 1.13345 0.56467  -0.0725
10 C 1.45989 0.20166 -0.79523  0.3244
11 N 0.74915 -0.70180 -1.30945  -0.4209
12 O 1.10095 0.99830 0.23483  -0.4932
13 H -0.27660 1.90332 1.33978  0.1952